Entry 1:
Formula: C5H15NO
Source: OMol25
Level of theory: ωB97M-V with the def2-TZVPD basis set

Each line ends with the Löwdin spin population.
Atoms and positions in Å:
C 2.023 0.207 -0.334  0.0868
C 1.736 0.556 -1.766  0.0471
C 0.976 -0.745 0.187  0.1689
N -0.261 -0.124 0.738  0.0282
C -1.410 -0.151 -0.314  0.0444
C -2.419 -1.280 0.191  0.1102
H 2.017 0.935 0.413  0.0226
H 3.023 -0.312 -0.203  0.0354
H 1.454 -0.274 -2.497  0.0099
H 0.624 0.985 -1.772  0.0017
H 2.600 0.941 -2.445  0.0125
H 0.637 -1.476 -0.636  0.0184
H 1.530 -1.111 1.048  0.0932
H -0.598 -0.206 1.706  0.0885
H -1.402 -0.226 -1.366  0.0041
H -1.742 0.826 -0.112  0.0102
H -2.709 -1.901 -0.671  0.0141
H -3.278 -1.057 0.792  0.0166
H -1.748 -1.968 0.708  0.0288
H -0.185 2.190 2.871  0.0530
H -0.285 1.799 1.384  0.0092
O -0.584 2.393 2.079  0.0960

Atoms 1-3, force components in eV/Å:
C 0.9 -2.4 -1.4
C -1.7 0.3 -2.7
C -1.3 -0.8 0.9

Values from the calculation:
Kohn-Sham gap (alpha / beta)   2.6 / 8.8 eV
Multiplicity   2
Net charge   -1

Entry 2:
Formula: C29H34IInN6O3S3
Source: OMol25
Level of theory: ωB97M-V with the def2-TZVPD basis set

Each line ends with the Mulliken charge.
Atoms and positions in Å:
In 0.225 0.089 -0.166  0.6669
O -2.634 -4.102 6.343  -0.5497
C -1.312 -3.772 6.698  -0.4492
N -0.867 -2.517 6.138  -0.1894
C -0.585 -2.472 4.807  0.3035
O -0.662 -3.462 4.101  -0.6712
C -0.178 -1.147 4.238  -0.0717
C 0.351 -0.103 4.980  -0.2964
C 0.700 1.075 4.342  -1.2370
C 0.513 1.166 2.977  0.2202
N 0.014 0.159 2.254  0.2123
C -0.313 -0.975 2.870  -0.2549
H -2.621 -4.340 5.407  0.3604
H -0.618 -4.541 6.367  0.3263
H -1.280 -3.692 7.780  0.3533
H -1.092 -1.662 6.620  0.2722
H 0.520 -0.211 6.045  0.4957
H 1.132 1.903 4.885  0.4811
H 0.792 2.063 2.439  0.1320
H -0.701 -1.786 2.265  0.5496
S 8.425 -0.731 0.863  -0.4034
C 6.842 -0.295 0.610  0.3316
S 5.566 -1.127 1.430  -0.1587
C 4.365 -0.130 0.673  0.2079
N 4.868 0.737 -0.138  -0.5504
N 6.258 0.645 -0.180  0.3146
C 6.881 1.587 -1.064  0.6526
C 8.257 1.770 -1.106  -0.4288
C 8.801 2.711 -1.974  -0.7102
C 7.999 3.469 -2.807  -0.4826
C 6.624 3.270 -2.771  -0.7028
C 6.066 2.341 -1.912  -0.3245
S 2.693 -0.307 1.083  -0.1998
H 8.902 1.190 -0.468  0.1494
H 9.876 2.840 -1.987  0.3678
H 8.434 4.200 -3.477  0.3808
H 5.975 3.838 -3.426  0.3678
H 5.000 2.173 -1.903  0.6602
C -3.450 -2.462 -1.352  -1.5314
C -2.862 -1.617 -2.480  0.6335
C -1.382 -1.950 -2.710  -1.2551
C -3.138 -0.141 -2.300  0.7091
C -3.738 0.538 -3.352  -1.1110
C -4.084 1.875 -3.216  -0.8722
C -3.908 2.553 -2.012  -0.9730
C -3.287 1.933 -0.945  0.8409
C -3.278 2.644 0.390  0.4633
C -1.903 3.012 0.941  -0.7586
C -4.068 1.835 1.426  -1.6567
C -2.789 0.584 -1.105  -0.0497
N -2.030 0.022 -0.156  -0.0150
H -3.314 -3.521 -1.585  0.4590
H -4.519 -2.276 -1.232  0.3664
H -2.951 -2.240 -0.408  0.1637
H -3.396 -1.888 -3.395  0.5281
H -0.871 -2.117 -1.762  0.0397
H -0.856 -1.154 -3.239  0.2769
H -1.294 -2.862 -3.303  0.4761
H -3.964 0.016 -4.274  0.4053
H -4.540 2.393 -4.054  0.3655
H -4.262 3.572 -1.912  0.4130
H -3.818 3.580 0.218  0.5845
H -1.351 2.114 1.223  -0.3575
H -2.034 3.635 1.829  0.6237
H -1.309 3.559 0.212  -0.0070
H -3.551 0.896 1.638  0.2135
H -5.074 1.603 1.074  0.3966
H -4.154 2.403 2.356  0.4546
N 1.340 4.799 -0.458  -0.3480
C 1.618 3.482 -0.419  0.6264
O 0.763 2.642 -0.698  -0.4971
C 3.034 3.100 -0.082  -0.5420
I 3.568 3.619 1.911  0.0997
H 0.401 5.093 -0.665  0.2861
H 2.019 5.482 -0.170  0.2052
H 3.743 3.620 -0.722  0.5395
H 3.163 2.028 -0.149  -0.3214

Atoms 1-3, force components in eV/Å:
In -0.6 0.4 -0.1
O 0.1 0.0 0.0
C -0.2 0.0 0.0

Values from the calculation:
Kohn-Sham gap (alpha / beta)   5.4 / 5.3 eV

In order of appearance, max |F| = 5.4 1.2 eV/Å.
In order of appearance, energy relative to the best compared isomer or geometry (same formula, charge and spin) = 3.140 1.900 eV.